No. 1
DFT (ωB97M-V/def2-TZVPD) results for C27H22N11P2SZr as an isolated structure.

Geometry as XYZ:
```
64
Properties=species:S:1:pos:R:3:forces:R:3:nbo_charge:R:1
Zr -1.804 0.725 -0.149 -0.44 0.09 -0.38 1.9970
N -4.390 1.280 -2.492 0.02 -0.09 0.02 -0.5742
C -3.268 0.638 -3.004 -0.18 0.31 0.16 0.4839
N -3.132 0.218 -4.227 0.39 -0.18 -0.06 -0.3119
N -1.877 -0.330 -4.257 -0.33 0.14 -0.15 -0.0212
N -1.309 -0.228 -3.130 -0.07 -0.15 0.26 -0.0963
N -2.169 0.378 -2.251 0.05 -0.03 -0.13 -0.6013
C -4.311 1.763 -1.219 -0.10 0.01 -0.33 0.4914
N -5.235 1.730 -0.260 0.04 0.22 0.02 -0.2730
N -4.599 2.095 0.845 0.04 0.07 -0.10 0.0335
N -3.352 2.384 0.588 -0.21 0.07 0.12 -0.2248
N -3.150 2.251 -0.758 0.04 -0.36 0.34 -0.5096
H -5.291 1.069 -2.891 0.00 -0.05 0.00 0.4496
N 1.171 -0.525 0.529 0.07 -0.26 0.05 -1.2729
P 0.407 -0.709 -0.984 -0.02 -0.16 0.58 1.1380
C 1.758 -0.412 -2.125 -0.10 0.12 -0.19 -0.4110
C 2.663 -1.432 -2.405 0.08 0.03 0.02 -0.1275
C 3.764 -1.171 -3.209 -0.03 -0.03 0.03 -0.2142
C 3.955 0.097 -3.738 0.00 0.02 -0.01 -0.1694
C 3.046 1.112 -3.470 0.01 -0.01 0.01 -0.1972
C 1.948 0.858 -2.666 -0.02 -0.03 -0.05 -0.1715
C -0.069 -2.448 -1.114 -0.10 -0.03 -0.19 -0.4278
C -0.403 -3.158 0.037 0.09 -0.08 0.06 -0.1355
C -0.915 -4.445 -0.058 0.01 0.04 0.01 -0.2219
C -1.094 -5.028 -1.302 0.01 0.01 -0.06 -0.1728
C -0.740 -4.335 -2.453 -0.01 -0.03 0.05 -0.1874
C -0.240 -3.047 -2.364 0.03 0.02 -0.04 -0.1838
P 0.191 -0.110 1.897 0.54 0.29 -0.56 1.0643
C 1.492 -0.056 3.148 -0.17 -0.05 0.25 -0.2947
C 1.346 -0.825 4.298 0.02 0.01 0.04 -0.1962
C 2.360 -0.838 5.248 -0.05 -0.01 -0.03 -0.2051
C 3.503 -0.085 5.044 0.04 0.02 0.01 -0.1690
C 3.647 0.688 3.894 -0.02 -0.01 0.01 -0.1871
C 2.643 0.708 2.944 -0.01 0.00 0.02 -0.2241
C -0.092 1.707 1.570 0.09 -0.15 0.17 -0.4562
C -0.788 2.371 2.589 -0.03 0.01 0.01 -0.1153
C -1.080 3.718 2.476 -0.03 0.00 -0.03 -0.1603
C -0.760 4.408 1.311 -0.01 0.01 0.02 -0.1475
C -0.116 3.759 0.272 -0.02 -0.03 -0.02 -0.1627
C 0.238 2.414 0.402 0.23 -0.06 0.14 -0.3406
H 1.964 -1.129 0.726 0.10 0.17 0.08 0.4270
H 2.514 -2.427 -2.004 -0.02 0.01 0.00 0.2192
H 4.467 -1.963 -3.426 0.00 0.00 -0.01 0.2305
H 4.809 0.292 -4.372 0.00 0.01 0.00 0.2308
H 3.188 2.096 -3.896 0.00 0.00 -0.01 0.2292
H 1.224 1.645 -2.489 -0.03 -0.01 -0.03 0.2074
H -0.249 -2.730 1.020 -0.09 0.04 -0.01 0.2031
H -1.174 -4.985 0.842 0.00 -0.01 0.00 0.2273
H -1.507 -6.025 -1.379 0.03 -0.01 0.01 0.2295
H -0.856 -4.796 -3.425 -0.02 0.00 0.00 0.2310
H 0.021 -2.512 -3.268 -0.03 0.04 0.01 0.2411
H 0.446 -1.409 4.451 0.00 0.00 -0.01 0.2279
H 2.252 -1.436 6.143 0.00 0.00 0.00 0.2331
H 4.293 -0.095 5.783 0.00 0.00 0.00 0.2317
H 4.542 1.278 3.745 0.00 -0.01 0.01 0.2300
H 2.752 1.308 2.049 -0.01 0.00 0.00 0.2246
H -1.082 1.829 3.482 -0.02 -0.01 -0.01 0.2344
H -1.589 4.226 3.284 0.01 0.01 0.00 0.2427
H -1.016 5.454 1.217 -0.01 0.00 -0.01 0.2412
H 0.145 4.295 -0.631 -0.01 0.00 0.00 0.2419
H 0.879 1.949 -0.340 -0.02 -0.01 -0.03 0.2605
S -3.603 -0.711 3.388 -0.06 0.00 -0.04 0.1161
C -3.316 -0.676 1.856 0.03 -0.25 -0.02 0.2128
N -3.051 -0.664 0.674 0.27 0.36 0.01 -0.8668
```
Positions in Å, forces in eV/Å.

The charge is +1. The LUMO energy comes out at -4.2 eV. Its HOMO-LUMO gap is 7.7205 eV. The total energy is -2772.19252 a.u. The calculation puts the energy relative to the best compared isomer or geometry (same formula, charge and spin) at 9.65 kcal/mol.


No. 2
DFT (ωB97M-V/def2-TZVPD) results for a 11-piece molecular cluster, C38H64Br6N4O4 overall.

Geometry as XYZ:
```
116
Properties=species:S:1:pos:R:3:forces:R:3:lowdin_spin:R:1
C 0.025 -6.336 -0.702 0.28 0.20 -0.46 0.0001
C 1.052 -5.926 0.355 -0.44 0.86 0.52 -0.0001
C 0.403 -6.420 1.695 -0.12 0.26 -1.74 -0.0002
O -0.598 -7.356 1.248 0.30 -0.72 0.93 -0.0001
C -0.478 -7.622 -0.152 -0.40 0.04 0.81 0.0000
H 0.396 -6.517 -1.711 0.29 0.43 0.02 0.0000
H -0.824 -5.655 -0.763 0.07 0.36 0.00 0.0000
H 1.178 -4.848 0.457 0.11 0.06 -0.40 -0.0001
H 2.032 -6.341 0.125 -0.08 -0.28 0.31 0.0000
H -0.175 -5.664 2.225 0.15 0.44 -0.13 -0.0002
H 1.185 -6.715 2.394 -0.21 -1.02 -0.01 0.0000
H -1.486 -7.843 -0.503 0.14 -0.38 -0.02 0.0000
H 0.219 -8.432 -0.367 -0.07 -0.26 0.13 0.0000
C -4.812 4.069 -1.638 -1.55 1.29 -0.48 0.0000
C -4.684 2.660 -1.148 -2.04 -0.57 -0.48 0.0000
C -3.247 2.402 -1.377 0.78 0.46 0.07 0.0001
O -2.630 3.713 -1.352 2.09 -1.25 0.23 0.0001
C -3.566 4.700 -1.127 -0.75 0.96 -0.18 0.0000
H -5.697 4.679 -1.456 -0.26 -0.43 0.78 0.0000
H -4.870 3.998 -2.724 0.75 0.25 -0.26 0.0000
H -5.279 2.064 -1.840 -0.17 -0.48 0.40 0.0000
H -5.024 2.483 -0.127 0.11 0.16 0.05 0.0000
H -3.059 1.991 -2.369 0.10 -0.19 0.01 0.0000
H -2.852 1.745 -0.603 0.47 0.14 -0.10 0.0000
H -3.321 5.635 -1.630 0.20 -0.10 -0.57 0.0000
H -3.624 5.014 -0.084 -0.19 -0.39 0.48 0.0000
C -3.151 0.082 -5.034 0.46 -0.10 -0.67 0.0000
C -2.197 -0.969 -4.489 -0.39 0.58 0.77 0.0003
C -2.792 -1.221 -3.090 0.58 -0.25 -0.76 0.0010
O -4.193 -0.944 -3.172 0.72 0.37 1.44 -0.0003
C -4.485 -0.298 -4.422 -0.06 -0.91 -0.49 0.0000
H -3.143 0.075 -6.124 -0.32 -0.06 -0.02 0.0000
H -2.717 1.045 -4.768 -0.67 0.31 0.34 0.0000
H -1.221 -0.499 -4.374 0.27 -0.64 -0.33 0.0000
H -2.231 -1.883 -5.082 0.38 0.09 0.02 0.0000
H -2.274 -0.654 -2.316 -0.23 0.66 0.09 0.0006
H -2.533 -2.253 -2.851 -0.77 -0.49 0.22 0.0000
H -5.219 0.508 -4.380 0.17 0.09 0.66 0.0000
H -4.971 -1.137 -4.920 -0.02 0.38 -1.02 0.0000
C 1.513 -0.057 6.139 -0.50 -0.12 -0.92 0.0000
C 0.807 -1.431 6.015 -0.92 -0.22 1.59 0.0000
C -0.638 -1.165 5.528 1.98 0.55 -0.12 -0.0001
O -0.733 0.263 5.491 -1.07 0.52 0.02 0.0000
C 0.326 0.955 6.185 0.78 -1.50 0.20 0.0000
H 2.138 0.040 5.251 0.15 0.58 0.10 0.0000
H 2.098 0.038 7.053 0.18 -0.20 -0.25 0.0000
H 0.708 -1.798 7.036 0.10 -0.29 0.08 0.0000
H 1.224 -2.261 5.444 0.63 0.48 -0.16 0.0000
H -1.347 -1.738 6.125 -0.40 0.74 0.48 0.0000
H -0.731 -1.587 4.528 -0.19 0.47 -0.40 -0.0001
H 0.133 1.197 7.230 -0.72 -0.62 0.32 0.0000
H 0.510 1.962 5.812 -0.04 -0.38 -1.02 0.0000
Br 1.867 2.890 2.713 0.69 -0.28 -0.64 0.0000
C 3.105 2.296 1.269 0.61 0.13 0.07 0.0000
C 4.606 2.509 1.603 -0.96 -0.38 -0.03 0.0000
Br 5.114 4.402 1.564 -0.16 -0.58 0.00 0.0000
H 2.853 2.770 0.320 -0.16 0.56 0.35 0.0000
H 2.862 1.256 1.052 0.28 -0.14 0.52 0.0000
H 5.200 1.971 0.865 -0.08 0.30 -0.16 0.0000
H 4.889 2.094 2.571 -0.21 0.30 0.05 0.0000
Br 3.590 -1.382 2.196 0.48 -0.47 0.18 0.0036
C 4.406 -3.184 2.074 1.19 0.57 -0.91 0.0000
C 4.071 -4.091 3.198 -0.62 -0.01 0.38 0.0001
Br 5.169 -5.714 3.003 -0.53 0.51 0.15 0.0000
H 5.476 -2.981 2.035 -0.08 0.13 0.21 0.0000
H 4.190 -3.627 1.102 -0.48 0.21 0.08 0.0000
H 3.010 -4.335 3.138 0.16 -0.46 0.14 0.0002
H 4.246 -3.632 4.171 0.27 -0.23 -0.09 0.0000
Br -0.026 1.230 -0.064 0.30 -0.85 0.50 0.0003
C 0.458 -0.639 0.411 0.31 -0.11 -1.05 -0.0001
C 0.073 -1.013 1.781 -0.81 1.23 1.87 -0.0018
Br 0.576 -2.829 2.330 -0.94 0.19 -0.56 0.0305
H 1.529 -0.800 0.287 -0.16 0.32 -0.54 0.0000
H -0.142 -1.195 -0.309 0.43 -0.19 -0.08 0.0000
H -0.988 -0.807 1.926 -0.18 -0.78 0.02 -0.0007
H 0.486 -0.381 2.568 0.60 0.03 -0.23 0.0000
N -3.385 -3.113 0.195 -0.46 0.03 -0.40 0.0496
C -2.892 -3.656 1.348 -0.07 1.66 -1.74 0.3405
C -2.916 -2.578 2.277 -0.87 1.14 0.94 0.1631
C -3.619 -1.488 1.734 1.12 -1.10 0.22 0.0570
C -3.858 -1.818 0.385 0.38 -1.20 0.78 0.3317
H -3.430 -3.545 -0.717 -0.03 -0.31 0.13 -0.0015
H -2.503 -4.663 1.395 0.01 0.00 0.09 0.0115
H -2.436 -2.615 3.244 -0.26 -0.06 0.09 0.0028
H -3.854 -0.544 2.203 0.11 -0.12 0.02 -0.0013
H -4.347 -1.256 -0.397 0.10 -0.09 -0.23 0.0131
N 3.115 1.142 -2.573 0.79 -1.01 0.03 0.0000
C 2.736 -0.135 -2.535 -3.19 -1.65 -1.16 0.0000
C 3.376 -0.852 -1.582 -0.33 -1.36 0.09 0.0000
C 4.306 -0.010 -1.038 1.65 2.50 -0.58 0.0000
C 4.178 1.208 -1.738 1.03 0.77 1.62 0.0000
H 2.618 1.794 -3.163 0.58 0.50 -0.01 0.0000
H 1.935 -0.461 -3.182 -0.11 0.01 0.05 0.0000
H 3.264 -1.877 -1.261 -0.29 -0.06 -0.44 0.0000
H 5.105 -0.294 -0.368 -0.08 0.29 0.08 0.0000
H 4.784 2.101 -1.695 -0.08 0.01 0.19 0.0000
N -0.573 5.765 -0.870 -0.53 -1.59 0.10 0.0000
C 0.240 6.703 -1.342 -0.23 2.04 -0.23 0.0000
C 1.353 6.688 -0.579 2.55 0.99 -0.23 0.0000
C 1.365 5.577 0.262 -1.97 -1.09 0.13 0.0000
C 0.098 5.002 0.071 0.01 0.10 -0.10 0.0000
H -1.504 5.607 -1.230 0.52 -0.36 0.20 0.0000
H -0.046 7.432 -2.085 -0.16 -0.14 0.08 0.0000
H 2.136 7.432 -0.595 0.07 -0.09 -0.33 0.0000
H 2.148 5.233 0.922 -0.17 0.14 0.01 0.0000
H -0.423 4.137 0.455 0.28 0.07 0.26 0.0000
N 1.146 3.883 -2.953 -0.52 -0.96 0.10 0.0000
C 2.032 3.967 -3.990 0.21 1.60 1.51 0.0000
C 1.642 3.091 -4.935 1.76 -0.16 -1.91 0.0000
C 0.520 2.414 -4.510 -1.13 -0.82 1.73 0.0000
C 0.242 2.888 -3.223 -0.26 0.32 -0.82 0.0000
H 1.186 4.366 -2.067 0.10 0.21 -0.03 0.0000
H 2.803 4.718 -3.916 0.11 -0.23 -0.33 0.0000
H 2.222 2.919 -5.829 -0.26 0.01 -0.15 0.0000
H 0.051 1.581 -5.013 -0.17 0.18 0.01 0.0000
H -0.582 2.698 -2.551 0.16 -0.04 -0.06 0.0000
```
Positions in Å, forces in eV/Å.

The spin multiplicity is 2. The charge is +1. The LUMO energy (alpha / beta) comes out at -3.2 / -7.2 eV. Its expectation value of S² is 0.764. Its HOMO-LUMO gap (alpha / beta) is 6.6421 / 2.6432 eV. The total energy is -17449.95734 a.u. The calculation puts the energy relative to the best compared isomer or geometry (same formula, charge and spin) at 0.00 kcal/mol.


No. 3
DFT (ωB97M-V/def2-TZVPD) results for a 4-piece molecular cluster, C22H52O3P overall.

Geometry as XYZ:
```
78
Properties=species:S:1:pos:R:3:forces:R:3:mulliken_charge:R:1
O 3.242 1.078 1.127 -0.04 0.09 0.03 -0.5677
C 2.725 2.166 1.261 0.04 -0.05 0.00 -0.1307
C 2.696 2.908 2.568 -0.03 -0.12 0.34 -0.5010
C 1.462 3.784 2.917 0.06 0.18 -0.12 0.0821
C 0.777 4.554 1.729 -0.14 0.05 0.04 -0.4400
O -0.578 4.232 1.744 0.04 0.08 -0.09 -0.5561
P -0.828 2.618 2.419 -0.04 -0.24 -0.39 0.4861
O 0.479 3.020 3.533 0.20 -0.04 -0.03 -0.6164
H 2.308 2.676 0.379 -0.04 0.00 -0.02 0.3699
H 3.626 3.501 2.616 -0.18 -0.03 -0.16 0.3612
H 2.773 2.139 3.351 0.06 0.27 -0.13 0.2831
H 1.806 4.561 3.620 0.04 -0.29 0.07 0.3275
H 0.893 5.640 1.882 -0.02 -0.19 -0.03 0.2780
H 1.230 4.326 0.751 0.03 0.00 0.12 0.1539
H -1.884 2.321 1.462 0.02 0.10 0.06 -0.0814
H -1.768 3.158 3.361 -0.01 0.04 0.01 -0.1990
H -0.937 1.284 2.972 -0.05 0.07 0.09 -0.0482
H 0.162 2.120 1.443 0.05 0.05 0.14 -0.2581
C -4.085 1.436 3.622 -0.10 -0.03 0.08 -1.0089
C -5.030 0.241 3.672 0.06 0.03 -0.05 -0.5681
C -4.435 -0.995 2.995 -0.02 -0.03 0.01 -0.9669
C -4.065 -0.791 1.525 0.04 -0.01 0.00 -0.1260
C -5.217 -0.344 0.628 0.00 -0.05 -0.02 -0.3024
C -6.359 -1.353 0.552 0.01 0.04 -0.06 -1.3068
H -3.866 1.737 2.597 0.03 0.05 0.01 0.1979
H -4.500 2.304 4.137 -0.01 -0.02 0.02 0.4100
H -3.129 1.195 4.088 0.03 0.04 -0.02 0.2990
H -5.985 0.502 3.204 -0.01 -0.04 -0.01 0.2335
H -5.262 -0.010 4.711 0.00 0.01 0.00 0.3776
H -5.127 -1.838 3.098 0.00 0.01 -0.03 0.3844
H -3.525 -1.281 3.532 0.00 0.00 0.02 0.4031
H -3.657 -1.731 1.135 -0.03 0.00 0.02 0.1067
H -3.256 -0.060 1.456 0.01 -0.01 0.00 0.3217
H -4.825 -0.177 -0.380 -0.01 0.02 0.00 0.1958
H -5.599 0.623 0.966 0.02 0.01 0.01 0.3918
H -5.991 -2.314 0.180 -0.03 -0.03 0.03 0.2158
H -7.142 -1.012 -0.128 0.00 -0.02 -0.01 0.3578
H -6.822 -1.525 1.525 0.03 0.01 0.02 0.4148
C -5.600 -3.049 -4.120 0.02 0.00 0.04 -1.4614
C -4.983 -2.144 -3.058 -0.03 0.04 -0.01 0.2563
C -3.612 -1.591 -3.439 0.01 0.02 0.01 -0.7845
C -2.526 -2.649 -3.643 0.00 0.00 0.00 -0.7563
C -2.292 -3.557 -2.436 0.03 0.02 0.03 -0.3993
C -1.850 -2.804 -1.185 -0.02 -0.04 -0.04 -0.7276
H -4.984 -3.931 -4.305 0.01 0.00 0.00 0.3020
H -6.588 -3.396 -3.814 -0.01 0.00 -0.01 0.4128
H -5.711 -2.515 -5.067 0.02 -0.01 -0.01 0.3164
H -4.915 -2.685 -2.110 0.00 0.01 0.01 -0.0632
H -5.655 -1.302 -2.872 -0.01 -0.01 0.02 0.3659
H -3.289 -0.886 -2.668 0.00 0.00 0.00 0.3026
H -3.708 -1.005 -4.359 0.00 0.00 0.00 0.4018
H -1.589 -2.139 -3.887 0.01 0.00 0.00 0.3831
H -2.770 -3.266 -4.514 -0.01 0.00 0.00 0.3010
H -1.530 -4.296 -2.700 0.00 -0.01 0.00 0.3609
H -3.200 -4.127 -2.218 -0.01 -0.01 -0.02 0.2424
H -0.927 -2.250 -1.367 -0.01 0.02 0.01 0.3320
H -1.669 -3.489 -0.356 0.01 0.00 0.01 0.3856
H -2.604 -2.088 -0.854 0.01 0.00 -0.01 -0.1535
C 9.599 -0.923 -0.587 -0.02 -0.02 -0.03 -1.1944
C 8.784 -0.523 -1.813 0.03 0.00 0.01 -0.3377
C 8.204 0.888 -1.727 0.00 0.02 0.00 -0.7404
C 7.235 1.113 -0.564 0.00 0.00 0.00 -0.7294
C 6.033 0.171 -0.531 -0.01 0.01 0.02 -0.1815
C 5.135 0.282 -1.757 0.03 -0.04 0.00 -1.2604
H 8.988 -0.923 0.317 0.00 0.00 0.00 0.2867
H 10.017 -1.924 -0.701 0.01 0.00 0.00 0.3725
H 10.428 -0.229 -0.429 -0.01 0.01 0.02 0.2919
H 7.978 -1.245 -1.965 -0.01 0.01 -0.01 0.2390
H 9.419 -0.586 -2.702 0.00 -0.01 0.00 0.3721
H 7.703 1.122 -2.670 -0.01 0.00 0.00 0.3094
H 9.029 1.604 -1.639 0.00 -0.01 0.00 0.3714
H 6.870 2.144 -0.615 -0.01 0.00 0.01 0.3704
H 7.775 1.034 0.383 0.01 0.00 0.00 0.3377
H 5.435 0.393 0.353 -0.01 -0.02 0.00 0.2525
H 6.372 -0.864 -0.418 0.02 0.00 0.00 0.2541
H 4.753 1.300 -1.862 0.00 0.01 -0.01 0.2489
H 4.274 -0.380 -1.666 -0.02 0.02 0.01 0.3514
H 5.663 0.021 -2.678 0.00 0.01 0.00 0.3948
```
Positions in Å, forces in eV/Å.

The charge is -1. The LUMO energy comes out at 2.6 eV. Its HOMO-LUMO gap is 6.9861 eV. The total energy is -1436.48299 a.u.


Q: What is the formula in the second record?
A: C38H64Br6N4O4


Q: Which value of charge does entry 2 give?
A: +1


Q: The lowest charge belongs to which entry?
A: C22H52O3P


Q: Which value of charge does entry 2 give?
A: +1